[1]
The following is a quantum chemistry calculation of an isolated ion of composition C2H3Cl2O2S and charge -1 in a non-equilibrium geometry, from OMol25.

Cartesian coordinates (Å):
Cl (-4.3751, 1.4316, 0.4152)
Cl (-4.4170, -1.4207, 0.6841)
S (-2.4962, -0.1866, -1.1706)
O (-1.4480, -0.1392, 0.2497)
O (-2.2714, 1.0582, -1.8515)
C (-0.0182, -0.2651, 0.2414)
C (-4.1790, -0.0714, -0.4926)
H (0.4021, -1.2446, -0.3981)
H (0.3906, -0.5603, 1.2231)
H (0.4800, 0.7224, -0.1393)

Atomic forces in eV per Å
Cl -0.1 0.6 0.1
Cl 0.0 -0.3 -0.1
S -0.7 -1.8 1.7
O 0.8 -0.2 0.5
O 0.5 1.8 -1.0
C 0.7 -1.0 -2.4
C 1.4 -0.4 -0.3
H -1.2 2.5 0.9
H -0.7 0.6 0.0
H -0.7 -1.9 0.6

- charge = -1
- E (Eh) = -1547.01376
- relative energy (zero: lowest compared OMol25 entry of this formula, charge and spin) (kJ/mol) = 223.31
- HOMO level (eV) = -3.4
- multiplicity = 1

[2]
The following is a quantum chemistry calculation of an isolated molecule of C26H33N3O4, from OMol25.

Cartesian coordinates (Å):
O (3.8438, 2.4889, 1.4394)
O (-6.4185, 0.0670, -2.4978)
O (-4.8175, -3.7865, 0.3347)
O (-4.3065, 2.5522, -1.9891)
N (-5.7591, -1.1301, 0.4080)
N (3.1901, 1.0577, -0.1710)
N (-3.7712, 1.5130, 1.0000)
C (1.4847, 2.3055, 1.0219)
C (4.5171, 0.5779, -0.5046)
C (-4.7351, 1.6028, -1.3723)
C (-0.7744, 1.4856, 1.7327)
C (-0.5822, 3.3689, 0.0883)
C (4.1594, -1.2983, 1.1074)
C (0.8571, 2.9593, -0.2114)
C (-6.5007, -2.1518, -0.3097)
C (5.9344, -1.3871, -2.2490)
C (-5.3293, -0.0508, -0.2765)
C (6.1120, 0.1221, -2.3650)
C (-2.8554, 2.6174, 0.8280)
C (-4.0894, -2.7908, 1.0092)
C (-5.5356, -3.2550, -0.7604)
C (-5.0270, -1.6879, 1.5252)
C (0.6672, 1.0794, 1.4346)
C (-5.6788, 0.4470, -1.6179)
C (4.6772, -0.8757, -0.1125)
C (2.9555, 1.9684, 0.7968)
C (5.3504, -1.7871, -0.9219)
C (-1.4187, 2.1644, 0.5218)
C (4.9438, -3.5212, 0.7109)
C (-4.4890, 1.0421, -0.0330)
C (5.4724, -3.1055, -0.4956)
C (4.8089, 0.8124, -1.9866)
C (4.2857, -2.6102, 1.5201)
H (-0.7849, 2.1769, 2.5788)
H (3.6613, -0.5790, 1.7412)
H (-3.5789, -3.2902, 1.8345)
H (5.2020, 1.1815, 0.1059)
H (-6.9946, -1.7065, -1.1721)
H (1.4389, 3.8371, -0.4976)
H (-7.2478, -2.5707, 0.3711)
H (-4.4633, -0.9124, 2.0411)
H (5.9949, -3.8121, -1.1251)
H (5.0513, -4.5493, 1.0236)
H (-1.0293, 3.8191, -0.7994)
H (6.9056, 0.4539, -1.6928)
H (4.8649, 1.8849, -2.1790)
H (5.2638, -1.7343, -3.0428)
H (6.3992, 0.3857, -3.3844)
H (-1.3432, 0.5958, 2.0168)
H (-3.2237, 3.2214, -0.0022)
H (-3.3418, -2.3426, 0.3340)
H (0.8654, 2.2632, -1.0536)
H (0.6700, 0.3337, 0.6353)
H (-1.4605, 1.4503, -0.3090)
H (1.1105, 0.6202, 2.3208)
H (-2.8666, 3.2226, 1.7391)
H (1.4679, 3.0283, 1.8444)
H (3.9924, 0.4015, -2.5871)
H (-3.6612, 0.9552, 1.8338)
H (6.8913, -1.8940, -2.3922)
H (2.4195, 0.6308, -0.6586)
H (-4.8372, -2.8418, -1.5040)
H (-5.7497, -2.1280, 2.2200)
H (3.8787, -2.9199, 2.4712)
H (-0.5881, 4.1162, 0.8846)
H (-6.0784, -4.0912, -1.2013)

Atomic forces in eV per Å
O 0.3 0.2 0.3
O 0.2 0.2 0.2
O 0.0 -0.1 0.1
O -0.2 -0.2 0.2
N 0.0 0.4 0.0
N 0.1 -0.2 -0.3
N -0.2 -0.4 0.2
C 0.1 -0.1 -0.2
C 0.1 0.2 -0.1
C 0.4 0.5 -0.3
C 0.0 -0.2 -0.4
C 0.0 -0.3 -0.2
C 0.0 -0.1 0.0
C -0.1 0.2 0.3
C 0.0 -0.5 -0.3
C 0.1 0.1 -0.1
C 0.2 0.1 0.3
C -0.2 -0.1 -0.2
C 0.5 0.1 -0.2
C 0.0 0.2 0.3
C -0.3 0.2 -0.1
C 0.3 -0.3 0.0
C -0.1 0.2 0.3
C -0.5 -0.4 -0.5
C 0.0 0.0 0.0
C -0.6 0.2 0.1
C 0.0 -0.1 0.0
C -0.2 0.4 0.3
C 0.1 -0.1 0.0
C -0.2 -0.3 0.3
C 0.0 0.0 0.1
C 0.3 0.0 0.3
C -0.1 0.0 0.1
H 0.0 0.0 0.1
H -0.1 0.1 0.1
H 0.0 0.1 0.0
H -0.1 -0.1 -0.2
H 0.0 0.0 0.1
H 0.1 0.0 -0.1
H 0.0 0.0 -0.1
H 0.0 0.0 0.1
H 0.1 -0.1 -0.1
H 0.0 -0.1 0.0
H -0.1 0.1 0.0
H 0.1 0.0 0.0
H -0.1 0.0 0.0
H 0.1 0.0 0.0
H 0.1 0.0 0.0
H 0.0 0.0 0.1
H 0.0 0.0 0.1
H 0.0 0.0 0.1
H 0.0 0.0 -0.1
H 0.0 -0.1 0.0
H 0.0 0.0 0.0
H 0.0 -0.1 0.0
H 0.0 0.0 -0.1
H 0.1 -0.1 -0.1
H -0.1 0.0 -0.1
H -0.1 0.1 -0.2
H 0.0 0.0 0.0
H -0.1 0.1 0.1
H -0.1 0.0 0.0
H 0.1 0.1 0.0
H 0.0 0.0 0.1
H 0.0 0.1 0.1
H 0.0 0.1 -0.1

- charge = 0
- E (Eh) = -1475.79017
- relative energy (zero: lowest compared OMol25 entry of this formula, charge and spin) (kJ/mol) = 148.31
- HOMO level (eV) = -7.9
- multiplicity = 1

[3]
The following is a quantum chemistry calculation of a 9-piece molecular cluster, H19O9 overall in a non-equilibrium geometry, from OMol25.

Cartesian coordinates (Å):
O (-0.3604, 2.1087, 2.5256)
O (-2.7787, -2.9601, -0.7459)
O (2.3599, 0.6696, 0.4413)
O (1.8221, -0.7166, -2.0091)
O (-0.8769, -0.3761, 3.7483)
O (-0.2304, -0.0997, 0.0129)
O (0.3143, 3.0117, -1.3968)
O (-0.8947, 0.0972, -2.6829)
O (-0.3793, -2.3872, 0.2693)
H (1.2332, 3.2671, -1.4819)
H (-0.9777, 0.2920, 3.1878)
H (2.9514, 0.5309, -0.4229)
H (-1.6755, -0.3123, -2.7735)
H (-0.7475, 0.1965, -3.5331)
H (0.0581, -0.8526, -0.3088)
H (2.2324, 1.5948, 0.7417)
H (-0.2914, 0.4344, -0.9070)
H (-0.0101, 2.9434, -2.2307)
H (-0.2565, -0.1474, 4.3394)
H (-1.8700, -2.6370, -0.4759)
H (0.2315, 2.4967, 3.1667)
H (2.3933, -1.4181, -1.5586)
H (2.3953, 0.0227, -2.2244)
H (-3.3622, -3.3001, -0.0732)
H (0.2361, 0.5071, 0.6613)
H (-0.3745, -2.5633, 1.1839)
H (-1.2206, 2.5319, 2.7813)
H (0.0785, -2.9341, -0.2348)

Atomic forces in eV per Å
O -1.4 0.5 0.1
O 1.1 0.8 -1.3
O 1.2 -0.3 -1.8
O 0.8 -1.7 1.1
O -2.8 -6.0 0.2
O -3.7 10.7 -0.3
O 1.4 -0.2 4.1
O 2.5 1.3 6.3
O -2.8 3.9 1.3
H 0.1 0.2 -0.1
H -0.6 4.5 -3.5
H -2.1 1.3 3.3
H -5.1 -2.6 0.7
H 2.4 1.3 -6.6
H 3.3 -6.9 -1.1
H 0.9 -0.6 -0.9
H -0.2 -0.7 1.8
H -1.6 -0.2 -3.9
H 3.4 1.2 3.3
H -2.2 -0.9 0.6
H 0.5 0.1 0.3
H -0.9 1.5 -1.1
H 0.2 -0.1 -0.3
H 0.4 0.1 0.7
H 0.3 -1.4 -0.8
H 0.2 -0.8 1.7
H 0.9 -0.5 -0.6
H 3.4 -4.6 -2.9

- charge = +1
- E (Eh) = -688.17871
- relative energy (zero: lowest compared OMol25 entry of this formula, charge and spin) (kJ/mol) = 519.90
- HOMO level (eV) = -13.5
- multiplicity = 1

[4]
The following is a quantum chemistry calculation of an isolated molecule of CHClO2S in a non-equilibrium geometry, from OMol25.

Cartesian coordinates (Å):
Cl (-1.7059, 1.6257, -0.1231)
S (-0.5783, -0.5353, -0.8461)
O (-1.2151, -1.5507, -0.0570)
O (1.0239, -0.2601, 1.2945)
C (0.8921, 0.0537, 0.1636)
H (1.5834, 0.6666, -0.4319)

Atomic forces in eV per Å
Cl -0.3 0.4 -0.1
S 1.7 1.8 -0.7
O -1.5 -2.1 1.2
O -0.2 0.1 -0.5
C 0.5 -0.4 0.1
H -0.2 0.2 0.0

- charge = 0
- E (Eh) = -1047.42049
- relative energy (zero: lowest compared OMol25 entry of this formula, charge and spin) (kJ/mol) = 210.02
- HOMO level (spin up / spin down) (eV) = -8.9 / -10.3
- multiplicity = 3

[5]
The following is a quantum chemistry calculation of an isolated molecule of C3H9NS in a non-equilibrium geometry, from OMol25.

Cartesian coordinates (Å):
S (0.7192, 1.8805, 0.2106)
N (-0.1426, -2.6565, 0.8310)
C (-1.0163, -0.4672, -0.4439)
C (0.1204, -1.3072, 0.1796)
C (-0.4171, 0.8831, -1.0676)
H (0.8271, -1.5488, -0.6054)
H (0.2024, -3.4061, 0.2452)
H (-1.1211, 1.6281, -1.4905)
H (-1.3528, -1.0152, -1.3339)
H (-1.1128, -2.7665, 1.0262)
H (-1.6571, -0.0669, 0.3850)
H (0.7871, 1.2693, 1.4295)
H (0.5691, -0.7919, 1.0160)
H (0.2278, 0.5526, -1.8677)

Atomic forces in eV per Å
S -0.6 0.0 -1.1
N 0.2 1.2 -0.9
C 1.3 1.9 0.5
C -0.1 -1.3 0.7
C 0.7 -0.8 1.8
H 0.5 0.5 0.0
H -0.4 0.0 0.0
H 0.2 -0.6 0.7
H -1.1 0.1 0.7
H -0.7 -0.4 0.1
H -0.4 -1.1 -1.1
H -0.6 -0.3 -0.9
H 0.4 0.7 -0.4
H 0.6 0.3 -0.2

- charge = 0
- E (Eh) = -572.59057
- relative energy (zero: lowest compared OMol25 entry of this formula, charge and spin) (kJ/mol) = 130.01
- HOMO level (eV) = -9.0
- multiplicity = 1

[6]
The following is a quantum chemistry calculation of C15H31ClO4P2Pd as an isolated structure in a non-equilibrium geometry, from OMol25.

Cartesian coordinates (Å):
Pd (-2.0263, -0.1133, -0.9370)
Cl (-0.2845, 0.6471, 7.2043)
P (-0.1976, 2.4747, 1.7566)
P (0.6754, -2.1450, 1.0762)
O (-1.0080, -0.4468, 3.3980)
O (-1.0322, 0.7753, 8.4375)
O (-0.7806, -0.9867, 6.6658)
O (1.1691, 0.5221, 7.3281)
C (0.9218, 0.8059, -3.6574)
C (-2.0985, 0.6511, -3.2095)
C (-0.5912, -3.3176, 0.2168)
C (-1.1067, 1.1350, -2.1604)
C (1.3925, -0.6780, -3.5132)
C (-0.3091, -1.3694, 3.8676)
C (0.4859, -1.4344, -2.6356)
C (-1.4833, 3.2944, 0.6154)
C (1.2052, 3.7099, 1.4686)
C (0.2626, 1.2838, -2.4162)
C (0.6809, -0.4306, 0.0637)
C (2.3034, -2.8217, 0.4733)
C (-0.8923, -1.3968, -2.4999)
C (-1.7029, -0.7803, -3.6174)
C (0.6509, 1.0522, 0.5284)
H (2.1607, 3.2006, 1.4444)
H (1.0171, 4.2589, 0.5543)
H (-1.4507, -2.2100, -1.9833)
H (-0.9800, 3.6877, -0.2645)
H (-2.2323, 2.5766, 0.3370)
H (0.8792, 2.0988, -2.0197)
H (2.4485, -0.7048, -3.1707)
H (1.8367, 1.3941, -3.9124)
H (-0.7447, -0.8072, 5.7222)
H (1.4621, 1.1831, 1.2122)
H (0.2708, 0.9284, -4.5492)
H (-1.9939, 4.1024, 1.1294)
H (-0.1863, -3.7471, -0.7106)
H (2.6438, -3.5531, 1.2108)
H (-1.4874, 1.9218, -1.5124)
H (0.8037, -1.1497, 4.0917)
H (-2.6223, -1.3652, -3.7730)
H (3.0735, -2.0443, 0.4423)
H (1.2384, 4.3645, 2.3386)
H (-0.6235, -2.4325, 4.1585)
H (-1.5417, -2.8375, 0.0705)
H (-2.0978, 1.3049, -4.0607)
H (-3.1160, 0.6642, -2.7320)
H (1.3454, -1.1968, -4.4849)
H (0.8582, 1.7598, -0.2512)
H (0.0323, -0.4614, -0.8418)
H (2.2340, -3.3200, -0.5054)
H (-0.7932, -4.1716, 0.8548)
H (-1.1364, -0.8231, -4.5417)
H (0.9492, -2.2741, -2.1692)
H (1.5179, -0.7782, -0.5377)

Atomic forces in eV per Å
Pd -0.8 -1.3 2.5
Cl 0.5 -1.1 0.4
P -0.6 -1.0 -1.2
P -0.7 1.0 -0.4
O 1.3 -3.0 1.7
O 0.9 -0.2 -0.8
O 0.5 1.6 1.1
O -1.8 0.1 0.2
C 1.0 -0.6 -1.3
C 0.3 0.1 -0.4
C 1.4 0.2 0.2
C -1.6 1.2 0.2
C -0.4 0.8 -0.9
C 0.3 1.9 -1.3
C -1.7 -1.5 0.6
C 1.0 -0.2 0.7
C -0.8 -0.7 0.4
C 2.0 1.1 -1.5
C -1.6 -1.0 -0.7
C -0.3 -0.3 0.0
C 0.5 -1.5 -1.8
C -0.9 0.4 0.2
C 0.7 0.8 2.3
H 0.2 -0.1 -0.2
H 0.2 0.2 -0.1
H 1.0 0.4 -0.3
H -0.1 0.0 -0.2
H -0.3 -0.4 -0.1
H -0.8 -0.3 0.5
H -0.7 -0.1 0.0
H -0.7 -0.2 0.4
H -0.3 -0.1 -0.5
H 1.3 -0.2 0.3
H 0.2 -0.2 0.5
H 0.1 0.2 0.2
H -0.2 0.4 0.0
H -0.1 -0.1 -0.1
H 0.1 0.6 -0.5
H -1.4 -0.4 -0.2
H 0.3 0.0 0.0
H -0.3 0.0 0.0
H -0.1 0.2 -0.1
H -0.2 1.3 -0.6
H -0.3 0.4 -0.2
H -0.3 0.6 -0.8
H 0.6 0.1 -0.6
H 0.4 0.3 -0.1
H 0.2 -0.4 -0.6
H 0.0 -0.3 1.7
H 0.1 0.2 0.2
H 0.2 0.0 0.4
H 0.0 0.2 -0.2
H 0.4 -0.4 0.8
H 1.2 1.3 0.3

- charge = 0
- E (Eh) = -2161.24925
- HOMO level (spin up / spin down) (eV) = -5.4 / -7.7
- multiplicity = 3